## one
DFT (ωB97M-V/def2-TZVPD) results for a molecular structure, C3H12N2O2.

Last column: Löwdin charge in e.
Geometry (Å):
C  -0.5621  0.7019  -0.9111  0.10
C  -2.5188  -1.2203  0.5189  -0.28
O  -1.1356  -1.1509  0.5593  -0.43
H  -2.9416  -0.7421  -0.3853  0.05
H  0.0390  1.3918  -1.4996  0.05
H  -1.1664  0.0652  -1.5456  0.06
H  -1.0977  1.2058  -0.1179  0.07
H  -2.9662  -0.7042  1.3825  0.06
H  -2.8897  -2.2551  0.5646  0.06
C  2.1652  -0.0245  -0.9015  -0.07
N  1.1024  0.2844  1.2001  -0.06
N  0.9279  -0.1201  -0.1464  -0.22
O  1.1528  1.7303  1.2787  -0.06
H  2.0206  1.9031  1.6566  0.08
H  0.1814  0.0362  1.5835  0.10
H  0.2326  -1.1848  0.0645  0.21
H  2.9832  -0.5333  -0.3884  0.09
H  2.0114  -0.4058  -1.9096  0.09
H  2.4619  1.0224  -1.0033  0.08

Values from the calculation:
M in g/mol: 108.14
HOMO-LUMO gap in eV: 8.6

***

## two
DFT (ωB97M-V/def2-TZVPD) results for 3 unconnected molecules or ions with the total composition C3H12N2O2.

Last column: Löwdin charge in e.
Geometry (Å):
C  0.7109  -1.5891  -0.1882  -0.08
C  0.6890  -0.2676  0.6606  -0.25
N  0.7023  0.9590  -0.1071  0.00
C  -0.2813  1.3081  -0.8009  -0.26
N  -1.4254  0.5263  -1.1604  0.07
H  -0.2015  -2.1365  0.0730  0.05
H  0.7125  -1.3964  -1.2571  0.07
H  1.5384  -2.1990  0.1258  0.06
H  -0.1712  -0.2423  1.3242  0.11
H  1.5828  -0.3039  1.2808  0.10
H  -0.3510  2.2566  -1.3325  0.12
H  -1.3573  -0.3505  -0.6479  0.03
H  -1.4680  0.2512  -2.1332  0.09
O  -3.5192  -1.2135  0.9998  -0.06
H  -3.5795  -0.5361  0.3183  0.02
H  -2.6990  -1.6939  0.8639  0.01
O  3.3482  2.2986  0.4112  -0.09
H  2.4207  2.0973  0.1975  -0.02
H  3.3488  2.2319  1.3723  0.02

Values from the calculation:
M in g/mol: 108.14
SMILES: CC/N=C\N.O.O
HOMO-LUMO gap in eV: 10.3

***

Short version: one is the least stable of them.

***

## one
DFT (ωB97M-V/def2-TZVPD) results for 3 unconnected molecules or ions with the total composition C3H12N2O2.

Last column: Löwdin charge in e.
Geometry (Å):
C  1.5964  -1.7963  1.2050  -0.08
C  0.7341  -1.2593  0.0505  -0.38
N  -0.4712  -0.6231  0.4503  0.04
C  1.4435  -0.9029  -1.0526  -0.18
N  0.8360  -0.4838  -2.2221  0.05
H  2.1369  -0.8920  1.5406  0.08
H  1.0121  -2.1471  2.0594  0.06
H  2.3729  -2.5279  0.9761  0.07
H  -0.5876  -0.6916  1.4557  0.08
H  -1.3233  -1.0688  0.1182  0.08
H  2.4226  -1.3543  -1.1071  0.11
H  -0.1537  -0.3309  -2.1265  0.06
H  1.2425  0.0679  -2.9544  0.08
O  -1.3741  2.6126  1.7485  -0.09
H  -1.2582  1.6800  1.4965  0.00
H  -0.7976  3.0117  1.0887  0.03
O  -1.8252  1.5546  -0.5384  -0.09
H  -2.5856  2.1192  -0.3530  0.05
H  -2.0575  0.6361  -0.7175  0.02

Values from the calculation:
M in g/mol: 108.14
SMILES: C/C(N)=C/N.O.O
HOMO-LUMO gap in eV: 8.0

***

## two
DFT (ωB97M-V/def2-TZVPD) results for 2 unconnected molecules or ions with the total composition C3H12N2O2.

Last column: Löwdin charge in e.
Geometry (Å):
N  3.1747  0.3351  -1.8236  0.00
C  1.9595  0.1607  -0.9543  -0.36
N  1.0319  1.2364  -1.0539  -0.08
C  -0.4559  1.0510  -0.6682  -0.16
C  -0.5749  -0.0682  0.3235  -0.27
O  -1.9644  -0.2475  0.6183  -0.09
H  3.3723  1.3335  -1.7206  0.05
H  2.7469  0.3066  -2.7493  0.06
H  2.3367  -0.0994  0.0477  0.11
H  1.3754  -0.6688  -1.3402  0.10
H  1.2077  2.0176  -0.4266  0.09
H  -0.9102  0.6219  -1.5782  0.12
H  -0.7901  2.0500  -0.4375  0.12
H  -0.0757  0.2490  1.2518  0.12
H  -0.1393  -1.0315  0.0809  0.11
H  -2.4565  -1.0003  0.9470  0.05
O  -2.7274  -1.9653  2.8824  -0.04
H  -1.9759  -1.4684  3.2461  0.06
H  -2.4126  -2.3181  2.0630  0.01

Values from the calculation:
M in g/mol: 108.14
SMILES: NCNCCO.O
HOMO-LUMO gap in eV: 9.7

***

Short version: two is the least stable of them.

***

## one
DFT (ωB97M-V/def2-TZVPD) results for 2 unconnected molecules or ions with the total composition C3H8N2O2.

Last column: Löwdin charge in e.
Geometry (Å):
C  -0.5214  -1.5608  0.9798  -0.09
N  1.4225  0.0492  -0.6816  -0.07
C  0.0481  0.5047  -0.6193  -0.55
C  -0.3298  -0.2060  0.4649  0.06
N  2.4254  1.0419  -0.5208  0.02
O  -0.4793  1.4630  -1.2299  -0.02
O  -2.3369  0.6242  0.4101  -0.05
H  -1.9598  1.2556  -0.3363  0.10
H  -2.9419  0.0062  -0.0161  0.07
H  1.5947  -0.4899  -1.5213  0.13
H  2.0601  1.9423  -0.8278  0.08
H  2.6528  1.0984  0.4669  0.08
H  -1.0727  -1.5185  1.9213  0.08
H  0.4668  -1.9639  1.2173  0.09
H  -1.0286  -2.2464  0.2928  0.08

Values from the calculation:
M in g/mol: 104.11
HOMO-LUMO gap in eV: 9.1

***

## two
DFT (ωB97M-V/def2-TZVPD) results for 3 unconnected molecules or ions with the total composition C3H8N2O2.

Last column: Löwdin charge in e.
Geometry (Å):
C  0.0434  2.0444  -0.2559  -0.18
C  -1.0584  1.2628  0.2905  -0.08
N  -0.4249  0.4606  1.2356  -0.01
C  0.9526  0.8341  1.2971  -0.17
N  1.2225  1.7871  0.3572  0.01
H  -0.0699  2.8750  -0.9216  0.07
H  -1.9708  1.0366  -0.0661  0.05
H  -0.6175  -0.6294  1.3698  0.16
H  1.4970  0.4193  2.0835  0.08
O  -1.3300  -1.8613  0.1388  -0.10
H  -2.1218  -2.3440  -0.2195  0.08
H  -0.6542  -1.9084  -0.5822  0.04
O  1.2346  -1.6482  -1.5975  -0.05
H  1.8772  -1.5087  -0.9692  -0.02
H  1.4201  -0.8198  -2.1606  0.11

Values from the calculation:
M in g/mol: 104.11
SMILES: c1c[nH]cn1.O.O
HOMO-LUMO gap in eV: 8.9

***

Short version: one is the least stable of them.

***

## one
DFT (ωB97M-V/def2-TZVPD) results for C3H8N2O2 in the gas phase.

Last column: Löwdin charge in e.
Geometry (Å):
N  -2.2311  0.8070  -0.0303  0.16
C  -0.9427  0.7409  -0.4478  -0.51
O  -0.4298  1.3007  -1.4031  0.05
C  -0.0067  -0.1079  0.4272  -0.32
N  -0.5638  -1.4310  0.6885  0.05
C  1.4314  -0.0797  -0.1613  -0.24
O  2.3261  -0.7423  0.6861  -0.05
H  -2.9973  0.8997  -0.6840  0.11
H  -2.4523  -0.0173  0.5242  0.09
H  0.1030  0.4299  1.3904  0.16
H  -0.0516  -1.8694  1.4408  0.08
H  -0.4606  -1.9709  -0.1710  0.09
H  1.6849  0.9600  -0.3835  0.13
H  1.2937  -0.6776  -1.0697  0.12
H  3.2099  -0.3996  0.5658  0.08

Values from the calculation:
M in g/mol: 104.11
SMILES: NC(=O)[C@@H](N)CO
HOMO-LUMO gap in eV: 10.4

***

## two
DFT (ωB97M-V/def2-TZVPD) results for 3 unconnected molecules or ions with the total composition C3H8N2O2.

Last column: Löwdin charge in e.
Geometry (Å):
C  -0.8730  0.9554  -1.8568  -0.17
C  -0.9179  1.5824  -0.6290  -0.15
N  0.3262  1.5043  -0.0953  0.05
C  1.0793  0.7335  -0.9652  -0.21
N  0.3474  0.3325  -1.9653  0.03
H  -1.4735  1.1678  -2.7232  0.09
H  -1.7622  2.0212  -0.1284  0.10
H  0.4604  1.8320  0.8401  0.14
H  2.0801  0.4488  -0.6937  0.11
O  -1.6734  -1.2235  1.2725  -0.06
H  -0.8275  -1.4944  0.9101  0.01
H  -2.3199  -1.4253  0.5781  0.05
O  1.7816  -1.7908  1.6062  -0.05
H  1.1757  -2.4035  2.0010  0.02
H  2.5968  -2.2404  1.8489  0.04

Values from the calculation:
M in g/mol: 104.11
SMILES: c1c[nH]cn1.O.O
HOMO-LUMO gap in eV: 9.1

***

Short version: two is the least stable of them.